ORCA calculation (the ωB97M-V functional and the def2-TZVPD basis) on one molecule with the formula C4H2ClNO3S.

## Properties
Gap between HOMO and LUMO, eV: 10.20
HOMO, eV: -10.05
SMILES string: O=C1O[C@@H](Cl)[C@@H](N=C=S)O1
E_LUMO, eV: 0.2

Structure (ORCA input):
```
! wB97M-V def2-TZVPD RIJCOSX def2/J DEFGRID3
* xyz 0 1
O 1.1007 0.8512 2.4220
C 0.5882 0.6516 1.3753
O 1.2045 0.7060 0.1645
C 0.1682 0.9089 -0.7996
Cl 0.6847 0.4508 -2.3866
C -0.9725 0.1025 -0.1867
N -0.9490 -1.2971 -0.5075
C -0.0829 -2.0914 -0.2065
S 1.0290 -3.1133 0.1249
O -0.7275 0.3292 1.1987
H -0.0847 1.9687 -0.7999
H -1.9524 0.4943 -0.4382
*
```